No. 1
Here is a cluster of 11 separate species, C14H53N7O11 in total at a distorted geometry from OMol25. Energies are from wB97M-V/def2-TZVPD.

The SMILES is COC[C@H](C)N.COC[C@H](C)N.COC[C@H](C)N.NC(N)=O.NC(N)=O.O.O.O.O.O.O. As for the spin multiplicity: 1. Its gap between HOMO and LUMO is 9.13 eV.

```
85
Properties=species:S:1:pos:R:3:forces:R:3
H -2.088468 2.286156 -4.058929 -0.156 0.112 0.326
H 0.890417 -3.180769 -4.410494 0.126 -0.038 -0.175
C -2.465813 0.087191 3.316266 -0.007 -0.399 -0.183
H -0.353816 -1.212834 -3.633766 -0.079 -0.027 -0.107
H 1.800324 -0.536365 4.717691 0.087 0.035 -0.218
H 0.961885 -0.651459 -0.702922 -0.276 -0.139 0.057
H -1.740164 2.366445 1.704081 0.131 -0.117 0.261
H -1.395980 -0.008671 3.048913 -0.217 0.235 0.160
C 3.339868 -2.112155 -4.809750 0.350 -0.950 -0.381
H -0.915777 5.690738 3.609492 0.079 -0.192 -0.042
H 0.213011 -2.204196 4.748716 0.027 0.084 -0.248
H 0.518833 0.447192 -4.951290 -0.441 0.061 -0.049
C 0.984138 -2.223036 -4.935937 -0.134 0.262 -0.032
N -0.451879 6.203942 2.877864 0.139 -0.016 -0.002
H -0.947633 1.953949 4.155419 -0.087 0.082 -0.333
O 2.459171 1.148341 -5.004892 0.399 0.294 -0.063
N 0.216894 4.206912 1.898245 0.060 0.544 -0.037
H -0.197563 -2.418027 2.172903 -0.090 0.006 0.083
H -2.993037 -0.386372 2.473504 -0.200 0.055 0.231
O -2.449921 1.394131 -4.129216 -0.036 -0.169 -0.067
H -3.854824 1.646863 3.822904 0.014 -0.047 0.287
C 1.019051 -2.279903 4.004608 -0.091 0.271 0.443
H -1.603599 -3.098733 -4.569314 0.013 0.032 -0.198
H 2.313296 0.927855 -5.930693 0.104 0.037 -0.014
N 2.168732 -1.442544 4.435194 -0.372 -0.455 0.384
H 0.315858 -0.767311 2.618527 -0.005 -0.120 0.096
C -2.833880 1.547885 3.461234 1.198 0.230 -0.871
H 3.391507 -5.017161 5.129509 -0.100 -0.279 0.185
H -0.523732 3.674692 -3.046044 -0.098 0.341 0.029
O -0.161727 2.240037 -0.490731 -0.173 0.814 0.765
H 0.647123 2.086368 -2.780797 -0.011 -0.186 0.040
O -2.727077 -0.601547 4.521424 -0.409 0.387 -0.180
H 1.828074 4.461423 -4.107055 -0.081 0.036 0.061
H 1.932872 2.938491 -4.371731 0.077 0.078 0.076
H 0.325679 3.611756 1.095189 -0.057 -0.013 -0.244
H -2.041557 1.828449 5.291651 -0.026 0.345 -0.089
C 1.364881 -3.753595 3.973917 0.634 -0.258 -0.148
H 0.742465 0.378971 -2.881333 0.091 -0.142 0.350
O 2.571271 -1.556116 -1.486267 0.171 0.075 -0.018
H 0.241999 3.788042 2.806707 -0.103 0.103 0.131
H 3.198572 -3.520049 5.990669 -0.017 -0.065 0.378
O 2.123086 -1.507243 -4.429791 0.077 -0.074 0.095
N -0.264697 -0.061732 -5.371713 1.172 -0.839 0.357
N 0.248934 -0.001400 -0.390712 0.135 -0.164 -0.409
O 1.422385 -4.344285 5.254991 0.192 -0.076 0.443
H 2.880935 0.360371 -4.630464 -0.372 0.233 -0.077
H -2.420449 -1.586980 -4.866991 0.003 0.174 -0.170
C -0.114572 5.530664 1.704577 -0.323 -0.756 0.520
H -0.005084 -0.021802 0.579563 0.141 0.180 0.096
H 3.336514 -2.343871 -5.881751 0.026 0.050 0.050
H -1.568523 -2.287434 4.395569 -0.389 -0.084 -0.178
C -2.747301 2.198708 2.084620 -0.601 0.131 -0.487
H 2.322521 -3.932198 3.460813 -0.100 0.204 -0.118
H -4.091866 -1.012875 0.237770 -0.005 -0.013 -0.086
H -3.257262 3.163494 2.078459 0.144 0.049 0.105
N -1.899257 2.249016 4.368779 -0.456 -0.447 0.813
C -2.628113 -1.987074 4.380312 0.606 -0.775 0.411
H 2.703784 -1.704289 -2.433576 -0.265 0.134 0.105
H 2.565228 -5.038160 6.746487 0.293 -0.039 0.142
C 0.181635 1.212431 -1.031859 -0.237 -0.710 -0.667
H 3.511184 -3.056729 -4.274031 -0.143 0.044 -0.046
H 2.485371 -1.841690 5.316035 0.168 0.141 -0.096
H 0.593119 -4.277183 3.407221 -0.092 -0.045 0.073
H 1.127905 -2.380968 -6.016257 0.007 -0.174 0.153
C -1.538630 -2.161932 -5.136636 0.314 -0.415 0.595
O -0.114677 6.053344 0.612462 0.110 0.272 -0.172
O -3.291137 -1.491485 0.000127 0.090 0.094 0.096
C 0.593810 -1.823256 2.625193 0.708 0.151 -0.169
C 2.726360 -4.492700 5.826151 -0.555 0.406 -0.963
O -1.421407 4.012148 -2.918311 0.155 -0.069 -0.226
H 4.216194 -1.491402 -4.611199 -0.336 0.377 0.154
H 0.069369 -0.178329 -6.331691 -0.527 -0.083 -0.034
H 1.509023 -1.901877 2.028098 -0.226 -0.019 -0.291
H -1.555933 -2.401390 -6.200210 0.040 0.113 -0.043
H -3.103007 -2.465237 5.236854 -0.061 0.140 0.049
N 0.413194 1.186511 -2.383288 0.446 0.252 0.120
H -1.718733 0.863678 -4.483618 -0.161 0.174 -0.190
H -2.697487 -0.814730 -0.348499 -0.018 -0.050 -0.057
H -3.089974 -2.392370 3.474494 -0.077 0.286 -0.119
H -1.497634 4.105646 -1.962834 0.021 -0.088 0.065
H -0.826981 7.127887 2.750121 0.034 0.002 -0.258
H 3.122987 -0.795198 -1.267029 0.043 -0.108 -0.009
O 1.535897 3.603160 -3.788254 -0.007 -0.189 -0.117
C -0.278864 -1.406592 -4.711645 -0.398 0.712 -0.217
H -3.257281 1.590339 1.328220 -0.006 -0.003 0.112
```
Positions in Å, forces in eV/Å.



No. 2
Here is a structure of composition C14H6F6FeO5 from OMol25. Energies are from wB97M-V/def2-TZVPD.

As for the energy above the lowest of the compared OMol25 structures with the same formula, charge and spin: 0.714 eV. As for the spin multiplicity: 6. The net charge is -1. Its gap between HOMO and LUMO (alpha / beta) is 7.64 / 5.66 eV.

```
32
Properties=species:S:1:pos:R:3:forces:R:3
H 1.500502 -1.400979 1.212108 -0.032 -0.005 -0.011
C -0.498234 3.011327 2.797491 0.000 -0.065 -0.103
C -0.760683 0.663816 2.663295 0.047 0.032 -0.076
C 0.790059 -2.227514 -2.023717 -0.026 0.046 0.016
O -0.989831 0.155887 5.023039 0.000 0.040 -0.082
C -1.313388 0.371161 -2.054442 -0.307 -0.239 0.252
C -1.891699 1.756606 -2.326181 0.130 0.141 0.030
Fe -0.714438 -0.117742 -0.013620 0.096 0.412 -0.099
C -0.672094 -2.319338 0.006914 -0.003 -0.660 -0.051
C -0.544463 1.832206 1.930474 -0.078 -0.029 0.191
C 1.641873 -1.525714 0.144557 0.121 -0.039 -0.024
O -0.842121 -0.461817 2.025938 -0.046 0.071 -0.144
C 1.997996 -1.915947 -2.591935 0.037 0.025 0.002
H 2.172578 -2.039787 -3.651520 0.004 0.005 -0.014
H -1.485667 -2.779054 -0.541943 0.076 0.076 -0.154
C 2.854017 -1.191539 -0.435363 -0.040 -0.048 -0.068
F -2.386181 -0.500621 -2.315037 -0.005 -0.049 -0.087
O -0.437213 1.759652 0.646040 0.102 -0.054 0.000
O -0.359994 4.174561 2.488486 0.017 0.019 0.144
F -0.429360 0.146362 -3.095479 0.069 0.060 0.052
F 4.190179 -1.093089 -2.368482 -0.009 -0.002 0.009
F -2.861813 2.041468 -1.445723 -0.033 -0.022 0.038
C 0.572229 -2.062834 -0.628965 0.042 0.131 0.157
C -0.669367 2.450634 4.213835 -0.023 -0.186 0.097
H -0.019211 -2.594948 -2.639524 -0.020 -0.010 0.006
O -0.669055 3.074222 5.243240 0.007 0.051 -0.112
F -2.431167 1.870560 -3.557739 -0.032 -0.027 -0.035
C 3.010600 -1.400644 -1.790364 0.038 0.013 0.011
H -0.639485 -2.514731 1.067430 -0.175 0.119 0.100
H 3.667077 -0.782329 0.147205 0.008 0.014 0.002
C -0.838335 0.925480 4.096562 0.053 0.220 -0.031
F -0.943312 2.694683 -2.226578 -0.017 -0.038 -0.017
```
Positions in Å, forces in eV/Å.



No. 3
Here is a structure of composition C14H7CaINO6 from OMol25. Energies are from wB97M-V/def2-TZVPD.

As for the spin multiplicity: 1. The net charge is -1. Its gap between HOMO and LUMO is 8.70 eV.

```
30
Properties=species:S:1:pos:R:3:forces:R:3
H 1.240997 0.103170 -1.333158 -0.017 0.002 -0.010
H 1.407063 3.895317 -3.282840 0.011 0.007 -0.002
H 0.283352 -2.938845 3.393259 0.004 0.000 -0.010
O -5.206902 -0.746103 1.883178 0.026 -0.015 -0.016
O -0.831360 2.919796 -3.219558 -0.014 -0.015 0.029
C -2.931036 -1.815416 3.345963 -0.006 -0.019 0.007
I 5.997061 2.075809 -1.714238 -0.015 0.001 -0.002
C 0.381420 -2.197372 0.680792 -0.066 -0.007 0.066
C -2.931392 -1.398730 2.023926 -0.073 0.011 0.027
O 0.026921 -1.809009 -0.485483 0.079 0.045 -0.051
C -4.146537 -0.828581 1.278134 0.020 0.094 -0.024
N -1.844944 -1.509565 1.274774 0.050 -0.030 -0.153
H -1.722070 -2.689660 4.889667 -0.002 -0.003 0.002
H 3.669999 0.132506 -1.025085 0.009 0.010 0.002
C -0.731559 -2.064877 1.732615 0.060 0.022 -0.022
C 1.167756 2.012158 -2.327015 -0.004 0.011 -0.003
C -0.640831 -2.500238 3.044704 0.001 -0.027 0.019
C 3.185694 0.965511 -1.516824 0.019 -0.068 0.033
H 3.881463 3.953092 -2.965377 -0.007 -0.003 -0.004
C 1.807008 0.953302 -1.692077 0.028 0.042 -0.013
C -1.759496 -2.360248 3.858272 0.001 0.020 -0.056
O 1.458660 -2.653697 1.039194 0.014 -0.006 -0.023
O -3.891716 -0.507231 0.064793 -0.129 0.014 -0.002
C 3.298288 3.113256 -2.611631 0.065 0.033 -0.005
O -0.973453 1.055616 -1.992619 -0.109 0.036 -0.066
C 3.918376 2.046394 -1.976608 -0.055 0.011 -0.011
C -0.340309 2.024864 -2.546158 0.143 0.006 -0.043
C 1.924443 3.085396 -2.785695 -0.068 -0.028 0.006
Ca -1.864274 -0.603057 -0.967861 0.040 -0.153 0.332
H -3.832623 -1.713550 3.932950 -0.009 0.006 -0.010
```
Positions in Å, forces in eV/Å.



No. 4
Here is a structure of composition C14H7MgN3O6Se from OMol25. Energies are from wB97M-V/def2-TZVPD.

As for the energy above the lowest of the compared OMol25 structures with the same formula, charge and spin: 0.151 eV. As for the spin multiplicity: 1. Its gap between HOMO and LUMO is 8.06 eV.

```
32
Properties=species:S:1:pos:R:3:forces:R:3
C 1.839421 2.199658 -0.841002 0.010 -0.073 0.005
H -1.222085 4.349307 -1.660479 0.002 -0.003 0.003
O 4.049280 1.326851 -0.640935 0.027 0.010 -0.007
C -2.656406 -3.538954 0.891385 -0.011 -0.002 0.003
H -2.798331 -5.705611 0.900812 -0.005 0.006 0.001
H -0.408489 -6.086173 0.403118 0.004 0.003 -0.001
H 3.039145 3.615586 -1.923603 -0.003 -0.002 0.000
C 2.049240 3.326998 -1.601363 0.014 0.012 -0.031
O -1.415076 1.141400 0.890456 -0.057 -0.098 -0.124
C -0.497394 -2.633176 0.457174 0.021 0.054 -0.146
C -0.345053 3.747142 -1.458372 -0.009 0.023 -0.049
N 0.618402 1.861350 -0.452475 0.027 0.284 -0.009
H -2.278380 -1.431746 0.821841 0.010 0.004 -0.006
C -0.819470 -5.091078 0.499245 0.015 0.018 -0.002
Se 1.978628 -2.400683 -0.032529 0.285 0.043 -0.004
H -3.710726 -3.421094 1.104963 0.002 -0.006 -0.001
O 1.135672 5.201641 -2.670350 -0.031 0.009 0.005
C 0.042742 -3.962207 0.331153 0.019 -0.009 -0.012
N 1.338303 -4.028680 0.066465 -0.145 -0.096 -0.040
C -1.696275 2.068145 0.024259 0.058 -0.021 0.108
C -2.126165 -4.867820 0.771328 -0.004 -0.012 0.001
O -2.781988 2.540442 -0.238100 -0.020 0.018 0.018
C -1.882197 -2.437228 0.740752 -0.003 -0.002 0.017
Mg 0.412161 0.352117 0.846650 -0.130 -0.123 0.055
C 2.896291 1.234690 -0.282742 -0.076 -0.070 0.047
C -0.448895 2.602025 -0.699487 0.007 -0.054 0.056
O 0.952859 1.094997 4.274521 -0.015 -0.201 0.117
C 0.926812 4.097851 -1.921994 -0.006 -0.002 -0.005
H 0.301514 5.661941 -2.820233 0.027 -0.019 0.004
O 2.394331 0.376788 0.562314 0.158 0.030 -0.093
N 0.388504 -1.659616 0.278521 -0.170 -0.029 0.386
C 0.723617 0.465133 3.378700 -0.001 0.305 -0.298
```
Positions in Å, forces in eV/Å.